Below is a 5-piece molecular cluster, C35H72Cl2F2N6O17PSSi overall, with properties calculated with ωB97M-V with the def2-TZVPD basis set.

Orbital gap = 7.787 eV
LUMO energy = -0.12774 hartree
Total energy = -139685.082 eV
Net charge = +1
E_HOMO = -0.414 Ha

Geometry (Å):
C 1.0651 -0.7055 5.1295
C 0.9636 0.3820 4.3413
C -0.0986 0.5980 3.2779
P -1.7994 0.0910 4.0674
N -1.7926 -1.6122 4.0563
O -1.7711 0.5463 5.6426
N -0.0049 -0.4453 2.2253
C 1.4195 -0.7013 1.7515
C 2.0498 -1.9876 2.2994
O 2.4631 -2.7945 1.2063
Si 2.6674 -4.4408 1.4969
C 1.2776 -5.5006 0.8183
C 2.9092 -4.8919 3.3047
C 4.2122 -4.9667 0.5648
C -0.5923 0.0917 1.0721
N -1.1942 -0.6929 0.1406
C -1.6498 -0.0300 -1.1272
Cl -0.1729 0.5894 -1.9215
C -2.4424 -0.8020 -2.1960
C -1.6611 -1.6742 -3.1864
Cl -3.9224 -1.5707 -1.5756
S -1.4088 -2.3536 0.4578
O -1.4574 -3.0444 -0.7647
O -0.5300 -2.8293 1.4401
F -2.8144 -2.2890 1.0565
N -0.3768 1.4086 1.0848
N -1.0864 2.3986 0.3734
C -0.1142 1.9435 2.4722
C 1.1294 2.8613 2.5209
C 2.1183 2.7670 1.3346
C 2.9106 4.0697 1.2297
F 3.9398 4.1028 2.1445
C -1.2523 2.8487 3.0082
C -1.0885 3.2609 4.4829
O -0.4343 4.5318 4.5719
C -2.4814 3.4586 5.0957
N -3.2473 4.5218 4.4311
H 1.4799 -0.5628 6.1204
H 0.7381 -1.6939 4.8306
H 1.7516 1.1140 4.4885
H -2.7695 -1.8879 4.0923
H -1.3569 -2.0149 4.8854
H -1.4386 -0.1899 6.1758
H 1.4034 -0.8158 0.6672
H 2.0573 0.1421 2.0033
H 1.2685 -2.5202 2.8408
H 2.8703 -1.7733 2.9855
H 0.4034 -5.4879 1.4719
H 1.5766 -6.5356 0.6716
H 0.9416 -5.0513 -0.1198
H 2.6979 -5.9517 3.4526
H 3.9533 -4.7484 3.5884
H 2.2697 -4.3545 4.0067
H 4.5958 -5.8852 1.0046
H 3.9186 -5.1664 -0.4676
H 4.9690 -4.1852 0.5220
H -2.2921 0.7869 -0.8408
H -2.8339 -0.0044 -2.8250
H -2.3284 -2.3739 -3.6774
H -1.2567 -1.0350 -3.9689
H -0.8164 -2.1810 -2.7349
H -0.6799 2.6556 -0.5119
H -2.0868 2.2964 0.3592
H 1.7163 2.7014 3.4226
H 0.8181 3.8980 2.5803
H 1.6445 2.6387 0.3634
H 2.8741 2.0107 1.5420
H 3.3427 4.1066 0.2261
H 2.2603 4.9427 1.3033
H -1.2637 3.7887 2.4631
H -2.2351 2.4159 2.8299
H -0.5125 2.5471 5.0725
H 0.3527 4.4402 5.1102
H -2.3174 3.7597 6.1316
H -3.0699 2.5479 5.0522
H -2.6750 5.1113 3.8433
H -3.9684 4.0813 3.8776
C 4.1566 0.5881 -4.0856
C 2.8114 1.2148 -4.3843
O 2.8669 2.6439 -4.2953
C 3.3655 3.2599 -5.3713
O 3.7425 2.7171 -6.3766
O 3.3733 4.5653 -5.1321
C 3.9268 5.3636 -6.1881
H 4.5366 0.9401 -3.1254
H 4.0751 -0.4985 -4.0575
H 4.8883 0.8595 -4.8452
H 2.0818 0.8984 -3.6392
H 2.4357 0.9059 -5.3596
H 3.4447 5.1448 -7.1379
H 5.0004 5.1976 -6.2588
H 3.7398 6.3999 -5.9250
C -9.7002 6.2567 0.4509
C -8.2246 6.5870 0.5023
O -7.5565 5.8464 1.5388
C -7.2409 4.5959 1.2358
O -7.4404 4.0359 0.1899
O -6.6576 4.0442 2.3074
C -6.3215 2.6716 2.1372
H -10.1561 6.3976 1.4314
H -10.2079 6.8962 -0.2702
H -9.8583 5.2179 0.1621
H -8.0835 7.6362 0.7533
H -7.7411 6.4115 -0.4580
H -5.7323 2.5195 1.2334
H -7.2258 2.0661 2.1036
H -5.7275 2.3712 2.9982
C 2.1084 -12.3717 2.7232
C 2.6811 -11.3306 1.7860
O 3.1076 -10.1589 2.4999
C 4.2993 -10.2554 3.0877
O 5.0319 -11.2065 3.0594
O 4.5380 -9.1070 3.7257
C 5.7678 -9.0891 4.4559
H 1.3159 -11.9388 3.3350
H 1.7012 -13.2097 2.1582
H 2.8741 -12.7510 3.3990
H 1.9155 -10.9900 1.0910
H 3.5037 -11.7331 1.1963
H 6.6035 -9.3759 3.8220
H 5.7033 -9.7514 5.3176
H 5.9123 -8.0685 4.7993
C -2.2439 5.0649 -9.9767
C -1.9827 4.6069 -8.5582
O -1.1781 3.4183 -8.5296
C 0.1316 3.6139 -8.6845
O 0.6773 4.6784 -8.8204
O 0.7338 2.4280 -8.6624
C 2.1507 2.4899 -8.8790
H -2.6700 4.2527 -10.5665
H -2.9348 5.9077 -9.9842
H -1.3189 5.3728 -10.4630
H -2.9201 4.3404 -8.0725
H -1.5167 5.3928 -7.9644
H 2.6155 3.1889 -8.2011
H 2.3595 2.7650 -9.9125
H 2.5462 1.4974 -8.6875

Force components x, y, z for each atom (eV/Å):
C 0.0 0.7 -0.3
C 0.2 -0.6 0.0
C 1.2 -1.4 0.4
P -1.4 0.7 -1.1
N 0.1 0.5 1.0
O 0.3 -0.6 -0.4
N 0.8 0.3 -1.5
C 0.3 -1.0 0.4
C -0.8 -0.3 -0.3
O 0.1 -0.1 0.6
Si 0.7 -1.2 -0.3
C -0.4 0.9 0.2
C 0.0 0.4 0.0
C -0.6 0.5 -0.2
C 0.4 0.3 1.7
N 0.1 0.6 -0.1
C 0.1 -0.8 -0.3
Cl -0.1 0.1 -0.1
C 0.1 -0.1 -1.0
C 0.3 0.2 0.0
Cl -0.1 0.2 0.2
S 0.8 -1.5 -0.3
O -0.4 0.5 -0.3
O -0.1 0.4 0.4
F -0.3 0.2 0.3
N -2.6 1.3 -0.2
N 0.4 0.2 -0.4
C 0.2 0.3 1.8
C 0.8 -0.5 -1.0
C 0.3 0.9 1.0
C -0.2 -0.5 -1.3
F -0.2 0.2 0.3
C 0.0 0.1 -0.6
C -0.5 0.1 0.1
O 0.1 -0.1 -0.4
C 0.3 0.7 0.0
N -0.1 -0.7 0.0
H 0.9 -0.4 -0.3
H -0.7 0.1 0.4
H -0.8 0.7 0.6
H 0.0 -0.1 -0.2
H 0.2 -0.3 -0.3
H 0.2 0.3 0.3
H 0.1 0.0 0.0
H -0.3 0.3 -0.1
H 0.0 0.1 0.3
H 0.1 0.0 -0.1
H 0.0 -0.1 0.1
H 0.1 0.0 -0.1
H 0.0 -0.3 -0.2
H 0.0 -0.1 -0.2
H 0.0 0.2 0.1
H 0.0 0.1 0.1
H 0.2 0.0 0.0
H 0.1 -0.1 -0.1
H 0.2 -0.1 0.2
H 0.2 0.2 0.1
H 0.0 0.3 0.3
H 0.0 -0.2 0.2
H 0.0 0.1 0.0
H -0.1 -0.2 0.0
H 0.1 -0.3 -0.1
H 0.0 -0.1 0.2
H -0.2 -0.1 0.1
H -0.3 0.0 0.0
H -0.1 -0.3 0.0
H -0.1 -0.3 -0.5
H 0.3 0.1 0.1
H 0.1 0.1 0.5
H 0.1 -0.1 -0.2
H 0.0 -0.2 0.2
H -0.1 -0.2 0.0
H 0.1 0.1 0.1
H -0.1 -0.3 0.1
H 0.1 -0.2 0.2
H 0.0 0.1 0.1
H -0.1 0.4 -0.2
C 0.2 0.2 0.0
C 0.1 -0.5 0.0
O -0.2 0.0 0.1
C 0.1 0.1 0.1
O 0.1 0.0 0.2
O 0.0 0.0 0.0
C 0.1 0.2 -0.1
H -0.1 -0.1 0.1
H 0.0 0.0 0.0
H -0.1 0.0 -0.1
H 0.0 0.2 0.1
H 0.1 0.1 -0.1
H 0.0 -0.1 0.0
H 0.0 -0.1 -0.1
H -0.1 0.0 0.1
C 0.0 -0.3 0.1
C -0.3 0.3 -0.3
O 0.1 0.0 0.0
C -0.2 0.1 0.1
O 0.1 -0.1 -0.1
O 0.2 0.0 0.1
C 0.1 -0.2 0.1
H 0.0 0.1 0.0
H 0.0 0.0 0.0
H 0.0 0.0 -0.1
H 0.1 -0.1 0.2
H 0.0 -0.2 0.1
H -0.1 0.0 -0.1
H 0.0 0.0 -0.1
H -0.1 0.2 0.1
C 0.1 0.1 0.3
C -0.2 -0.4 -0.2
O 0.0 0.1 -0.1
C -0.1 0.0 0.1
O 0.1 -0.1 0.0
O 0.0 0.1 0.0
C 0.2 0.1 0.1
H -0.1 0.0 -0.1
H 0.0 0.0 0.0
H 0.0 0.0 -0.1
H 0.0 0.2 0.1
H 0.1 0.1 0.1
H 0.0 -0.1 0.0
H 0.0 -0.1 -0.1
H -0.1 0.0 0.0
C 0.2 -0.1 -0.2
C -0.3 0.3 -0.1
O 0.0 0.0 0.1
C 0.0 -0.1 -0.1
O 0.0 0.1 0.1
O 0.0 0.0 0.0
C 0.1 -0.1 -0.3
H -0.1 0.0 0.1
H 0.0 0.0 0.0
H 0.0 0.1 0.1
H 0.1 -0.2 0.0
H 0.2 -0.1 -0.1
H 0.0 0.1 0.0
H -0.1 0.1 0.0
H -0.2 -0.1 0.1

Mulliken atomic charge list, values in e, 8 entries: atom 1 (C): -1.66, atom 2 (C): -0.34, atom 3 (C): 1.49, atom 4 (P): -0.22, atom 5 (N): -0.33, atom 6 (O): -0.56, atom 7 (N): 1.16, atom 8 (C): 0.31